(1)
ORCA calculation (ωB97M-V/def2-TZVPD) on an isolated molecule of C18H24N6O3 in a non-equilibrium geometry.

Geometry as XYZ:
```
51
C18H24N6O3 (ωB97M-V/def2-TZVPD)
O 3.374 -0.084 -2.801
O 4.601 -2.537 0.819
O 0.212 2.874 -1.114
N 2.441 -1.823 0.790
N 0.561 0.100 -1.470
N -1.559 0.352 -0.423
N -3.776 -1.820 -0.082
N 3.902 -1.340 -0.969
N 0.237 -0.868 0.524
C 2.085 2.133 0.300
C -3.257 -1.946 -1.425
C -0.051 2.756 1.204
C -0.291 -0.112 -0.431
C -2.832 -1.321 0.890
C 3.707 -1.945 0.258
C 0.782 2.572 0.100
C 0.382 0.952 -2.613
C 1.746 -0.537 -1.122
C 1.684 1.989 2.669
C 2.523 1.839 1.580
C 0.805 2.404 -2.306
C 2.135 -2.387 2.085
C 3.017 -0.593 -1.753
C 1.496 -1.120 0.110
C -2.377 0.148 0.758
C -5.063 -1.164 -0.061
C 0.398 2.464 2.475
H -1.939 -1.947 0.852
H -3.168 -0.984 -1.951
H -3.244 0.805 0.683
H -5.769 -1.766 -0.633
H -5.051 -0.152 -0.496
H 1.895 2.473 -2.276
H -3.289 -1.436 1.877
H -3.929 -2.587 -1.998
H -1.807 0.404 1.658
H -1.706 1.213 -0.929
H -5.418 -1.100 0.966
H -0.263 2.603 3.318
H 3.053 -2.806 2.491
H 2.032 1.746 3.661
H -1.051 3.128 1.037
H 3.533 1.483 1.719
H 4.841 -1.439 -1.338
H -0.669 0.917 -2.914
H 1.380 -3.166 1.981
H 1.007 0.572 -3.424
H 0.438 3.061 -3.098
H 1.746 -1.604 2.736
H -2.276 -2.415 -1.389
H 2.771 2.006 -0.523
```

Calculated values
SMILES = CN(C)CCNc1nc2c(c(=O)[nH]c(=O)n2C)n1CCOc1ccccc1
ΔE to the lowest compared entry with this formula, charge and spin = 5.9 kJ/mol

Mulliken analysis output, partial charges in e:
1. O -0.70
2. O -0.68
3. O -0.49
4. N 0.06
5. N 0.06
6. N 0.38
7. N 0.07
8. N -0.04
9. N -0.38
10. C -0.39
11. C -0.85
12. C -0.18
13. C -0.68
14. C -1.20
15. C 0.52
16. C 0.44
17. C -1.08
18. C 0.16
19. C -0.68
20. C -0.71
21. C -0.43
22. C -1.05
23. C 0.09
24. C 0.71
25. C -0.57
26. C -1.01
27. C -0.46
28. H 0.39
29. H 0.31
30. H 0.65
31. H 0.34
32. H 0.32
33. H 0.30
34. H 0.45
35. H 0.36
36. H 0.24
37. H 0.39
38. H 0.31
39. H 0.41
40. H 0.41
41. H 0.45
42. H 0.48
43. H 0.43
44. H 0.24
45. H 0.41
46. H 0.30
47. H 0.52
48. H 0.41
49. H 0.29
50. H 0.22
51. H 0.45

(2)
ORCA calculation (ωB97M-V/def2-TZVPD) on an isolated molecule of C18H24O6.

Geometry as XYZ:
```
48
C18H24O6 (ωB97M-V/def2-TZVPD)
O -2.646 3.742 1.057
O 2.136 0.622 -1.677
O 2.594 0.603 0.521
O -2.355 -1.653 -2.257
O 0.261 -1.055 1.847
O 2.224 -2.118 1.637
C 2.290 -2.324 3.051
C 3.340 1.819 0.408
C -1.026 -0.314 -0.870
C 1.179 -1.430 1.171
C 2.054 0.110 -0.596
C 4.773 1.548 -0.025
C -1.773 2.902 0.989
C -3.361 -3.248 -3.691
C 2.885 -1.112 3.752
C -0.505 3.017 1.803
C -0.863 0.803 -0.084
C 0.052 -1.329 -1.143
C -3.123 1.482 -0.508
C -3.310 0.372 -1.307
C -3.567 -1.951 -2.923
C -2.272 -0.534 -1.494
C -1.903 1.713 0.121
C 1.344 -1.215 -0.326
H -0.589 3.864 2.480
H -0.340 2.105 2.371
H -3.827 -1.138 -3.614
H 5.331 2.480 -0.036
H -4.268 0.218 -1.778
H 2.843 2.473 -0.315
H 2.974 -1.312 4.816
H -4.380 -2.067 -2.193
H 0.084 0.973 0.395
H 3.869 -0.889 3.347
H 2.241 -0.248 3.606
H -3.925 2.187 -0.353
H -4.271 -3.511 -4.222
H 0.323 -1.251 -2.200
H 2.039 -1.988 -0.679
H 4.784 1.120 -1.024
H -0.373 -2.325 -0.993
H 0.343 3.176 1.140
H 2.921 -3.206 3.180
H 3.306 2.265 1.404
H 1.282 -2.525 3.426
H -2.551 -3.130 -4.405
H -3.104 -4.050 -3.004
H 5.250 0.855 0.663
```

Calculated values
SMILES = CCOC(=O)C(Cc1cc(C(C)=O)ccc1OCC)C(=O)OCC
ΔE to the lowest compared entry with this formula, charge and spin = 10.7 kJ/mol

Mulliken analysis output, partial charges in e:
1. O -0.63
2. O -0.60
3. O -0.05
4. O -0.34
5. O -0.60
6. O -0.40
7. C -0.28
8. C -0.30
9. C 1.08
10. C 0.27
11. C -0.14
12. C -1.31
13. C 0.96
14. C -1.45
15. C -0.92
16. C -1.20
17. C 0.59
18. C -1.26
19. C -1.31
20. C -0.60
21. C -0.36
22. C 0.68
23. C -1.06
24. C 0.59
25. H 0.41
26. H 0.37
27. H 0.39
28. H 0.40
29. H 0.39
30. H 0.34
31. H 0.41
32. H 0.39
33. H 0.21
34. H 0.23
35. H 0.19
36. H 0.49
37. H 0.42
38. H 0.39
39. H 0.58
40. H 0.34
41. H 0.53
42. H 0.20
43. H 0.33
44. H 0.35
45. H 0.31
46. H 0.33
47. H 0.33
48. H 0.29

(3)
ORCA calculation (ωB97M-V/def2-TZVPD) on a cluster of 2 separate species, C18H25BBr2ClN4O4 in total.

Geometry as XYZ:
```
55
C18H25BBr2ClN4O4 (ωB97M-V/def2-TZVPD)
Br -3.830 -0.364 0.405
Br -2.532 -4.452 -0.221
Cl 6.042 1.547 -0.042
O -5.622 -1.391 3.624
O -7.094 -1.675 2.062
O -2.541 2.979 -1.439
O -6.846 0.273 2.974
N 1.276 -0.759 -0.677
N -6.522 -0.932 2.889
N -1.159 0.510 -0.333
N 0.262 -2.846 -0.301
C 2.368 1.369 -1.029
C 3.681 0.651 -1.164
C -1.084 -0.782 -0.234
C -2.691 -2.639 -1.006
C -1.916 4.208 0.726
C 0.979 3.341 -0.913
C 1.161 -3.302 0.766
C 4.809 -0.785 0.622
C 0.190 -1.426 -0.418
C -0.159 2.628 -0.678
C -4.073 -2.590 -1.625
C 4.494 0.626 0.142
C -0.038 1.227 -0.606
C -2.347 -1.581 0.080
C 0.626 -2.946 2.158
C 2.247 2.730 -1.103
C 3.431 3.624 -1.352
C 1.206 0.599 -0.777
B -1.593 3.256 -0.476
H -3.321 2.569 -1.043
H 5.711 -0.809 1.229
H 2.178 -2.922 0.631
H -4.851 -2.633 -0.867
H 3.475 -0.376 -1.455
H 1.210 -4.386 0.667
H -4.193 -3.462 -2.268
H 4.978 -1.442 -0.232
H -1.358 3.966 1.630
H 0.369 -3.836 2.725
H 3.971 -1.181 1.195
H -2.244 -2.078 1.040
H -4.191 -1.700 -2.242
H 0.942 4.423 -0.965
H 4.114 3.199 -2.090
H 3.948 1.161 0.916
H 4.280 1.105 -1.952
H -0.283 -2.351 2.075
H 4.015 3.777 -0.443
H 0.615 -3.200 -1.184
H -1.931 -2.619 -1.782
H 3.103 4.591 -1.727
H 1.341 -2.348 2.721
H -2.985 4.234 0.938
H -1.617 5.220 0.428
```

Calculated values
charge = -1
ΔE to the lowest compared entry with this formula, charge and spin = 0.0 kJ/mol

Mulliken analysis output, partial charges in e:
1. Br -0.12
2. Br -0.17
3. Cl -0.23
4. O -0.63
5. O -0.63
6. O -0.57
7. O -0.64
8. N -0.46
9. N 0.91
10. N -0.26
11. N 0.17
12. C 0.51
13. C -1.98
14. C 0.50
15. C 0.17
16. C -1.01
17. C -0.95
18. C -0.34
19. C -1.22
20. C -0.99
21. C -0.12
22. C -1.77
23. C 0.38
24. C 0.12
25. C 0.10
26. C -0.78
27. C 1.36
28. C -1.87
29. C -0.01
30. B 0.48
31. H 0.29
32. H 0.45
33. H 0.18
34. H 0.49
35. H 0.48
36. H 0.43
37. H 0.47
38. H 0.34
39. H 0.32
40. H 0.29
41. H 0.12
42. H 0.46
43. H 0.40
44. H 0.35
45. H 0.34
46. H 0.38
47. H 0.69
48. H 0.15
49. H 0.29
50. H 0.36
51. H 0.37
52. H 0.46
53. H 0.29
54. H 0.34
55. H 0.30

(4)
ORCA calculation (ωB97M-V/def2-TZVPD) on a structure of composition C18H25Br39OSi in a non-equilibrium geometry.

Geometry as XYZ:
```
84
C18H25Br39OSi (ωB97M-V/def2-TZVPD)
Br -3.917 1.859 7.114
Br -6.247 5.118 -4.236
Br 2.135 -1.441 5.310
Br -1.584 -0.663 -5.685
Br -3.482 -11.133 -3.005
Br 3.058 0.479 2.939
Br -0.106 4.554 4.202
Br -3.282 -2.373 0.848
Br -0.356 -11.240 -2.432
Br 0.454 -6.907 -2.553
Br 0.052 -3.076 -4.405
Br 4.655 2.898 0.874
Br -2.927 -2.552 -3.492
Br -0.388 1.419 4.689
Br -3.836 5.008 6.703
Br 9.885 5.509 3.410
Br 8.791 3.504 5.656
Br -2.672 -6.796 -3.140
Br -6.896 0.654 -2.642
Br -1.096 -8.909 4.137
Br -5.454 1.853 -5.207
Br 5.227 -1.108 4.631
Br -1.168 -5.744 3.840
Br -4.538 7.039 -2.352
Br -1.723 4.485 -7.566
Br -0.141 2.710 -5.439
Br -3.970 1.873 -2.374
Br -0.422 -2.389 -0.511
Br 11.916 3.844 5.199
Br -7.692 7.397 -2.545
Br -6.531 3.411 6.171
Br -2.856 3.081 3.581
Br -1.587 -6.350 -0.190
Br 7.549 2.983 -0.449
Br 7.248 2.775 2.715
Br -0.691 -1.900 2.622
Br -3.717 -7.470 3.057
Br -2.380 4.723 -4.461
Br -2.389 -10.669 -0.053
Si 0.481 1.977 -1.603
O 1.070 0.472 -1.990
C -2.190 -7.330 4.217
C -5.211 0.961 -3.515
C 2.984 -0.426 -3.868
C -1.229 -6.118 -2.065
C 6.488 2.318 1.009
C -1.297 -1.738 -4.119
C -1.806 3.559 -5.881
C -1.290 3.117 4.687
C 2.907 -1.029 -2.445
C -6.092 6.874 -3.477
C 3.504 -0.254 4.657
C -4.919 3.501 7.209
C 1.000 3.868 0.401
C -1.420 -2.790 1.081
C 10.202 4.710 5.125
C -2.038 -10.455 -1.931
C 1.546 2.872 -0.352
C 2.283 -0.051 -1.439
H 2.836 0.663 -3.859
H 3.927 -1.265 -2.108
H -5.203 3.642 8.242
H -1.349 -3.857 1.247
H 6.483 1.239 0.938
H -0.864 1.873 -0.999
H -1.618 3.307 5.701
H 0.351 4.643 -0.027
H -5.958 7.565 -4.297
H -4.783 -0.006 -3.735
H 2.200 -0.839 -4.517
H -0.937 -1.080 -3.338
H 1.193 3.952 1.476
H 2.034 -0.600 -0.513
H 3.566 0.572 5.352
H 0.307 2.720 -2.881
H -2.558 -7.242 5.229
H 2.307 -1.948 -2.461
H 10.214 5.511 5.850
H -1.968 -9.393 -2.127
H -1.157 -5.054 -2.256
H 2.600 2.630 -0.177
H 3.018 0.737 -1.230
H -2.553 2.782 -5.979
H 3.945 -0.644 -4.352
```

Calculated values
ΔE to the lowest compared entry with this formula, charge and spin = 0.0 kJ/mol

Mulliken analysis output, partial charges in e:
1. Br -0.01
2. Br 0.05
3. Br -0.07
4. Br -0.05
5. Br -0.01
6. Br 0.16
7. Br -0.06
8. Br -0.01
9. Br -0.01
10. Br 0.02
11. Br -0.09
12. Br 0.07
13. Br -0.03
14. Br 0.09
15. Br -0.02
16. Br -0.02
17. Br -0.06
18. Br -0.02
19. Br -0.03
20. Br -0.01
21. Br -0.12
22. Br -0.06
23. Br 0.01
24. Br -0.05
25. Br -0.04
26. Br 0.03
27. Br 0.10
28. Br 0.11
29. Br -0.01
30. Br -0.04
31. Br 0.00
32. Br 0.04
33. Br 0.16
34. Br -0.04
35. Br 0.08
36. Br 0.06
37. Br -0.03
38. Br 0.01
39. Br 0.01
40. Si 0.14
41. O 0.30
42. C -0.36
43. C 0.01
44. C -0.88
45. C 0.17
46. C -0.33
47. C 0.32
48. C -0.07
49. C -0.22
50. C -0.08
51. C -0.31
52. C -0.34
53. C -0.30
54. C -0.44
55. C 0.02
56. C -0.30
57. C 0.53
58. C 0.60
59. C -0.54
60. H 0.16
61. H 0.38
62. H 0.34
63. H -0.19
64. H 0.33
65. H -0.20
66. H 0.14
67. H 0.25
68. H 0.36
69. H 0.00
70. H 0.14
71. H -0.21
72. H 0.12
73. H 0.19
74. H 0.35
75. H -0.28
76. H 0.37
77. H 0.02
78. H 0.34
79. H -0.52
80. H -0.27
81. H -0.55
82. H 0.32
83. H 0.07
84. H 0.35

(5)
ORCA calculation (ωB97M-V/def2-TZVPD) on a cluster of 3 separate species, C18H25ClN2O7S in total in a non-equilibrium geometry.

Geometry as XYZ:
```
54
C18H25ClN2O7S (ωB97M-V/def2-TZVPD)
Cl -3.033 -2.128 -1.165
S -2.445 3.537 -4.495
O -5.332 -0.196 -1.881
O -0.564 -0.726 -2.022
O -3.713 3.806 -5.180
O -4.840 2.265 -3.005
O -0.178 1.697 -3.744
O -1.415 3.522 -5.542
O 2.978 1.423 -4.485
N 0.498 -1.246 -0.578
N 3.669 -1.931 4.156
C 0.954 -3.577 1.957
C -3.863 1.550 -2.953
C 1.369 -1.381 5.324
C 2.046 0.659 -3.682
C -2.484 1.991 -3.523
C 1.614 -2.242 1.602
C -1.521 -0.045 -2.400
C -0.539 -3.444 2.240
C -2.150 4.902 -3.284
C 2.663 -1.692 4.663
C 2.494 -1.125 7.594
C 2.032 1.394 -2.268
C 0.989 -1.677 0.378
C -4.038 0.180 -2.246
C -1.365 1.232 -3.257
C -2.931 -0.559 -1.991
C 1.602 -0.480 6.540
C 0.624 0.668 -4.375
H -0.722 -2.746 3.062
H -3.043 5.562 -3.214
H 2.054 0.462 6.219
H -1.218 5.418 -3.615
H -5.444 0.234 -1.010
H 0.637 -0.236 6.990
H 1.273 0.941 -1.582
H 1.448 -3.994 2.839
H -0.961 -4.412 2.516
H 0.133 -0.330 -4.436
H 2.066 -2.066 7.948
H 2.470 -0.355 -3.505
H 2.681 -2.387 1.423
H 0.793 0.997 -5.440
H 2.513 2.206 -4.823
H 2.608 -0.460 8.452
H 1.868 2.498 -2.411
H 0.891 -2.316 5.625
H -1.084 -3.092 1.362
H 0.715 -0.883 4.605
H 1.502 -1.531 2.419
H 1.099 -4.290 1.141
H -1.972 4.440 -2.278
H 3.078 1.292 -1.872
H 3.494 -1.327 7.205
```

Calculated values
SMILES = C[C@H](O)COC1=C(S(C)(=O)=O)C(=O)C(O)=C(Cl)C1=O.CCCC#N.CCCC#N

Mulliken analysis output, partial charges in e:
1. Cl -0.15
2. S 1.41
3. O -0.51
4. O -0.36
5. O -0.69
6. O -0.54
7. O -0.24
8. O -0.68
9. O -0.59
10. N -0.31
11. N -0.53
12. C -0.48
13. C 0.40
14. C -0.23
15. C 0.37
16. C -0.10
17. C 0.04
18. C 0.44
19. C -0.85
20. C -1.03
21. C 0.28
22. C -1.17
23. C -0.92
24. C 0.00
25. C 0.11
26. C 0.30
27. C 0.18
28. C -0.55
29. C -0.94
30. H 0.21
31. H 0.36
32. H 0.30
33. H 0.36
34. H 0.35
35. H 0.34
36. H 0.13
37. H 0.32
38. H 0.34
39. H 0.34
40. H 0.29
41. H 0.34
42. H 0.32
43. H 0.43
44. H 0.36
45. H 0.35
46. H 0.22
47. H 0.31
48. H 0.17
49. H 0.32
50. H -0.15
51. H 0.35
52. H 0.32
53. H 0.34
54. H 0.36

(6)
ORCA calculation (ωB97M-V/def2-TZVPD) on a structure of composition C18H25ClN2Ti in a non-equilibrium geometry.

Geometry as XYZ:
```
47
C18H25ClN2Ti (ωB97M-V/def2-TZVPD)
Ti 0.496 0.213 0.032
Cl -1.733 0.271 -0.209
N 4.152 -2.610 1.136
N 2.391 -1.189 0.936
C 5.106 -3.675 0.801
C 3.194 -2.089 0.274
C 1.109 -1.362 -1.733
C -0.337 1.590 1.507
C 1.512 2.415 0.383
C 2.175 -0.396 -1.866
C 1.608 0.887 -2.088
C -4.526 0.847 -0.554
C 1.959 1.742 1.540
C 3.997 -2.013 2.355
C 0.177 0.743 -2.111
C 2.907 -1.107 2.251
C -5.033 -0.232 -1.500
C 0.079 2.342 0.344
C -4.694 2.244 -1.136
C -5.088 0.725 0.856
C 0.826 1.200 2.226
C -0.136 -0.663 -1.924
H 2.987 1.739 1.908
H -0.590 2.828 -0.334
H 2.562 -0.484 3.016
H -6.215 0.839 0.848
H -5.804 2.470 -1.271
H -1.359 1.283 1.765
H -0.547 1.503 -2.299
H -4.277 2.984 -0.466
H 0.820 0.644 3.173
H 5.777 -3.352 -0.036
H 4.604 -4.598 0.519
H -4.837 -0.251 1.255
H -6.148 -0.152 -1.633
H 2.130 3.023 -0.304
H 3.225 -0.630 -1.909
H 3.164 -2.383 -0.737
H 2.158 1.804 -2.311
H -1.112 -1.108 -1.834
H -4.797 -1.212 -1.094
H 5.731 -3.844 1.699
H 4.619 -2.245 3.202
H -4.559 -0.113 -2.474
H -4.664 1.503 1.482
H -4.217 2.303 -2.108
H 1.208 -2.430 -1.578
```

Calculated values
charge = +2
ΔE to the lowest compared entry with this formula, charge and spin = 236.5 kJ/mol

Mulliken analysis output, partial charges in e:
1. Ti 0.36
2. Cl -0.20
3. N 0.06
4. N 0.57
5. C -0.78
6. C -0.82
7. C -0.24
8. C -0.76
9. C -0.71
10. C 0.03
11. C -0.90
12. C 1.14
13. C -0.05
14. C -0.46
15. C -0.61
16. C -0.69
17. C -1.23
18. C -0.43
19. C -1.27
20. C -1.22
21. C -0.39
22. C -0.85
23. H 0.48
24. H 0.60
25. H 0.42
26. H 0.42
27. H 0.39
28. H 0.60
29. H 0.68
30. H 0.40
31. H 0.48
32. H 0.32
33. H 0.33
34. H 0.38
35. H 0.43
36. H 0.55
37. H 0.50
38. H 0.47
39. H 0.59
40. H 0.67
41. H 0.38
42. H 0.30
43. H 0.44
44. H 0.39
45. H 0.39
46. H 0.39
47. H 0.47

| no. | HOMO level (eV) | frontier orbital gap (eV) |
| --- | --- | --- |
| 1 | -7.7 | 8.3 |
| 2 | -8.5 | 9.2 |
| 3 | -4.1 | 5.7 |
| 4 | -8.9 | 8.7 |
| 5 | -10.0 | 8.3 |
| 6 | -14.4 | 5.9 |